93
Properties=species:S:1:pos:R:3 method="wB97M-V/def2-TZVPD" orbital_gap_ev=7.267 e_homo_ev=-10.560 total_energy_ha=-19907.76948 total_charge=+1
C 1.4903 0.2550 -1.1307
C 0.5942 0.7451 -2.0349
N -0.1497 1.9153 -1.7975
C -1.0493 1.6788 -0.6634
C -2.2205 2.6451 -0.5433
P -3.2818 1.9048 0.8586
O -2.2141 1.1872 1.8252
Cl -3.9251 3.5209 1.9731
N -3.0077 2.8806 -1.8140
C -3.0173 4.3994 -2.0369
C -3.8540 5.1896 -1.0644
N -3.2599 5.9391 -0.2303
P -4.7819 2.4123 -1.7399
S -5.7740 3.1002 -3.2473
C -2.3285 2.2905 -3.0426
C -2.6869 0.8150 -3.3027
C -3.6043 0.6561 -4.5348
C -4.4538 -0.5859 -4.5211
O -3.2352 -0.3296 -5.3991
C -0.7913 2.4182 -3.0090
C -0.2575 3.8130 -3.3947
I 0.7074 4.8694 -1.8130
C -0.3686 4.3365 -4.6218
C -1.0273 3.5594 -5.7378
I 0.3803 6.2310 -5.1152
H 1.3218 -0.7685 -0.8214
H 2.3599 0.8159 -0.8151
H 0.5067 0.2199 -2.9935
H -1.4493 0.6557 -0.7448
H -0.4640 1.6801 0.2457
H -1.8301 3.5842 -0.1509
H -1.7445 1.8419 2.3642
H -2.0154 4.8014 -1.9239
H -3.3749 4.6376 -3.0346
H -4.9438 5.1702 -1.0964
H -3.9619 6.4161 0.3349
H -5.3372 2.9263 -0.5620
H -4.9112 1.0223 -1.6940
H -2.6630 2.8590 -3.9016
H -1.8385 0.2140 -3.6210
H -3.1596 0.2840 -2.4817
H -4.0629 1.5471 -4.9489
H -5.2357 -0.6491 -5.2615
H -4.0259 -1.4780 -4.0870
H -0.4332 1.7672 -3.8021
H -1.0563 2.4945 -5.5304
H -2.0118 3.9477 -5.9875
H -0.3775 3.6520 -6.6069
C -5.2683 -0.3355 4.7026
Cl -6.6005 -1.2004 3.9396
Cl -3.8590 -1.3919 4.8215
Cl -4.8654 1.0764 3.7036
Cl -5.7432 0.2050 6.3096
C 4.0259 -2.2005 -2.7113
Cl 3.2951 -3.6767 -2.0790
Cl 4.3240 -1.0877 -1.3707
Cl 5.5451 -2.5770 -3.5133
Cl 2.9127 -1.4599 -3.8774
C -10.1656 0.3375 1.7261
Cl -8.6393 1.1845 2.0229
Cl -11.4407 1.0713 2.6948
Cl -10.5781 0.4565 0.0129
Cl -9.9844 -1.3620 2.1729
C 5.8076 -2.3306 2.7096
Cl 5.1146 -2.9473 1.2050
Cl 5.6218 -0.5735 2.7559
Cl 4.9748 -3.0495 4.0873
Cl 7.5224 -2.7449 2.7799
C 9.3501 1.1210 3.6788
Cl 10.7095 2.1295 4.1786
Cl 7.9623 1.4560 4.7205
Cl 8.9321 1.4837 1.9999
Cl 9.7969 -0.5819 3.8167
C -0.5556 -4.6047 -1.5346
Cl 0.4645 -5.4276 -0.3545
Cl -0.4064 -5.3955 -3.1030
Cl -2.2392 -4.6529 -1.0009
Cl -0.0324 -2.9189 -1.6800
C 5.5562 -5.6188 7.1340
Cl 4.3467 -4.3499 7.3740
Cl 4.7858 -7.0341 6.4107
Cl 6.8205 -5.0215 6.0575
Cl 6.2612 -6.0606 8.6897
C 7.8094 -6.0365 -4.4092
Cl 6.6833 -6.9834 -5.3848
Cl 9.3767 -6.8431 -4.3643
Cl 7.9961 -4.4284 -5.1242
Cl 7.1781 -5.8792 -2.7659
C 4.0072 -3.0477 11.3665
Cl 5.4745 -2.6843 10.4541
Cl 2.6914 -2.0127 10.7965
Cl 3.5671 -4.7413 11.1269
Cl 4.2896 -2.7496 13.0827